The following is a quantum chemistry calculation of a molecular structure, C31H31N7O3PRuS at a distorted geometry, from the Open Molecules 2025 dataset.

Structure (XYZ):
```
75
Properties=species:S:1:pos:R:3:forces:R:3
Ru -0.172 -0.700 -0.552 -0.4 -0.1 -2.3
C 4.064 -0.698 -1.664 0.1 0.0 0.0
C 2.813 -1.107 -1.208 -0.1 0.1 0.0
N 1.792 -0.251 -1.140 0.5 -0.2 0.5
C 2.055 1.027 -1.496 -0.1 0.0 0.0
C 3.301 1.398 -1.963 0.2 0.0 0.0
N 4.315 0.542 -2.049 -0.2 0.0 0.0
C 0.919 1.935 -1.359 0.0 -0.1 -0.2
C 0.980 3.310 -1.408 0.0 0.0 -0.1
C -0.181 4.059 -1.210 0.0 0.0 0.0
C -1.373 3.354 -1.010 0.1 0.1 -0.1
C -1.371 1.977 -1.007 -0.2 -0.2 -0.2
N -0.228 1.273 -1.153 -0.2 0.4 1.2
C -2.581 1.135 -0.947 0.3 0.0 0.0
C -3.871 1.626 -1.013 -0.2 0.0 0.0
N -4.933 0.825 -1.038 0.2 0.0 0.0
C -4.695 -0.476 -1.029 -0.1 0.0 0.0
C -3.404 -0.998 -0.965 0.1 0.1 -0.1
N -2.346 -0.193 -0.915 -0.2 -0.1 0.5
C -0.155 5.536 -1.226 0.0 -0.1 0.0
C -1.264 6.266 -1.637 0.0 0.0 0.0
C -1.185 7.651 -1.639 0.0 0.2 0.0
N -0.103 8.331 -1.263 0.0 -0.3 0.0
C 0.955 7.622 -0.871 0.0 0.2 0.0
C 0.982 6.237 -0.838 0.0 0.0 0.0
H 4.873 -1.416 -1.713 0.0 0.0 0.0
H 2.663 -2.128 -0.900 0.0 0.0 0.0
H 3.491 2.414 -2.287 0.0 0.0 0.0
H 1.921 3.804 -1.600 0.0 0.0 0.0
H -2.295 3.890 -0.845 0.0 0.0 0.0
H -4.067 2.690 -1.057 0.0 0.0 0.0
H -5.549 -1.140 -1.066 0.0 0.0 0.0
H -3.224 -2.059 -0.946 0.0 0.0 0.0
H -2.167 5.786 -1.992 0.0 0.0 0.0
H -2.033 8.243 -1.962 0.0 0.0 0.0
H 1.825 8.192 -0.568 0.0 0.0 0.0
H 1.870 5.732 -0.479 0.0 0.0 0.0
C -1.811 -1.499 2.946 0.0 0.0 0.1
C -0.867 -0.303 2.843 -0.2 0.1 -0.1
P 0.447 -0.361 1.602 0.0 0.0 -0.2
C 1.547 -1.741 2.012 0.0 0.0 0.2
C 2.184 -1.663 3.402 0.0 0.0 0.0
C 1.395 1.184 1.800 0.1 0.0 0.2
C 1.360 1.824 3.192 0.1 0.0 0.0
H -2.473 -1.350 3.798 0.0 0.0 0.0
H -1.270 -2.432 3.106 0.0 0.0 0.0
H -2.417 -1.615 2.054 0.0 0.0 0.0
H -0.339 -0.151 3.788 0.0 0.0 0.0
H -1.430 0.616 2.650 0.0 0.0 0.0
H 2.311 -1.770 1.236 0.0 0.0 0.0
H 0.963 -2.658 1.898 0.0 0.0 0.0
H 2.844 -0.800 3.497 0.0 0.0 0.0
H 2.786 -2.554 3.574 0.0 0.0 0.0
H 1.436 -1.617 4.194 0.0 0.0 0.0
H 1.024 1.895 1.063 0.0 0.1 0.1
H 2.423 0.941 1.514 0.0 0.0 0.0
H 0.362 2.176 3.447 0.0 0.0 0.0
H 2.027 2.685 3.207 0.0 0.0 0.0
H 1.692 1.141 3.972 0.0 0.0 0.0
O 1.238 -3.822 -3.274 0.1 0.0 0.0
S 1.228 -3.990 -1.860 0.0 0.1 -0.2
O 2.471 -4.065 -1.143 0.0 0.0 0.0
N 0.272 -2.770 -1.175 0.4 -0.3 0.1
C -0.717 -3.311 -0.487 -0.5 0.2 0.4
O -1.446 -2.500 0.158 0.6 -0.2 0.4
C -0.845 -4.773 -0.545 0.0 0.1 0.0
C -1.782 -5.604 0.043 0.0 0.0 0.0
C -1.664 -6.968 -0.191 0.0 0.0 0.0
C -0.638 -7.475 -0.986 0.0 0.0 0.0
C 0.310 -6.640 -1.570 0.0 0.0 0.0
C 0.174 -5.290 -1.325 0.0 -0.2 0.0
H -2.573 -5.202 0.661 0.0 0.0 0.0
H -2.379 -7.651 0.248 0.0 0.0 0.0
H -0.572 -8.542 -1.150 0.0 0.0 0.0
H 1.109 -7.035 -2.182 0.0 0.0 0.0
```
Positions in Å, forces in eV/Å.

As for the largest force on an atom: 0.0452 hartree/bohr. As for the gap between HOMO and LUMO (spin up / spin down): 7.016 / 6.780 eV. Its net charge is +2. As for the spin multiplicity: 2. The relative energy (zero: lowest compared OMol25 entry of this formula, charge and spin) is 0.0 kJ/mol. As for the calculated total energy: -71915.9436 eV. Its expectation value of S² is 0.76.